(1)
{
  "formula": "C3H10NO2",
  "method": "the ωB97M-V functional and the def2-TZVPD basis",
  "orbital_gap_ev": 8.0,
  "e_homo_ev": -3.763,
  "e_above_lowest_kcal_mol": 10.5,
  "molar_mass_da": 92.1,
  "total_charge": -1,
  "symbols": ["O", "O", "N", "C", "C", "C", "H", "H", "H", "H", "H", "H", "H", "H", "H", "H"],
  "positions_angstrom": [[-0.1038, -0.4567, -2.9049], [-0.9698, 0.6996, -0.9550], [0.0358, 1.3470, 1.6747], [0.0903, -0.0211, 1.1079], [-0.9791, -0.2694, 0.0339], [1.4820, -0.4080, 0.5391], [0.3480, 1.9278, 0.9077], [1.6048, -1.4900, 0.6475], [-0.9195, 1.4896, 1.9747], [-0.7658, -1.2409, -0.4467], [2.2815, 0.2634, 0.8608], [1.4004, -0.3282, -0.5597], [-1.9493, -0.3449, 0.5572], [-0.8876, -0.6416, -3.4079], [-0.5825, 0.2569, -1.8907], [-0.0854, -0.7836, 1.8613]],
  "nbo_charge": [-1.206, -0.842, -0.860, -0.065, -0.064, -0.648, 0.369, 0.199, 0.349, 0.161, 0.198, 0.244, 0.110, 0.413, 0.496, 0.147]
}

=====

(2)
{
  "formula": "C3H10NO2",
  "method": "the ωB97M-V functional and the def2-TZVPD basis",
  "orbital_gap_ev": 8.0,
  "e_homo_ev": -3.663,
  "e_above_lowest_kcal_mol": 29.8,
  "molar_mass_da": 92.1,
  "total_charge": -1,
  "symbols": ["O", "O", "N", "C", "C", "C", "H", "H", "H", "H", "H", "H", "H", "H", "H", "H"],
  "positions_angstrom": [[-0.1205, -2.8836, 1.3172], [0.1499, -0.3289, 1.5951], [-0.8720, 1.6837, 0.4133], [0.9075, -0.0302, 0.5659], [-0.6010, 0.1877, -1.4906], [0.1676, 0.9054, -0.4715], [1.8951, 0.5313, 0.9511], [0.8825, 1.6506, -0.8808], [1.3059, -0.7289, -0.2228], [0.3677, -2.9756, 0.5714], [-1.3957, 0.7244, -2.0127], [-0.9273, -0.7444, -1.2396], [-1.0188, 1.1092, 1.2968], [-0.6817, 2.6413, 0.4892], [0.0583, 0.0808, -2.4034], [-0.1175, -1.8230, 1.5215]],
  "nbo_charge": [-1.049, -0.897, -0.934, 0.002, -0.609, -0.095, 0.068, 0.159, 0.085, 0.434, 0.201, 0.210, 0.411, 0.336, 0.169, 0.508]
}

=====

(3)
{
  "formula": "C3H10NO2",
  "method": "the ωB97M-V functional and the def2-TZVPD basis",
  "orbital_gap_ev": 6.0,
  "e_homo_ev": -2.172,
  "e_above_lowest_kcal_mol": 31.9,
  "molar_mass_da": 92.1,
  "total_charge": -1,
  "symbols": ["O", "O", "N", "C", "C", "C", "H", "H", "H", "H", "H", "H", "H", "H", "H", "H"],
  "positions_angstrom": [[-1.2404, 1.9639, 2.7399], [0.7226, 1.4580, -2.1812], [0.0700, -2.6598, 0.3687], [0.4966, -0.5848, -0.9385], [0.0303, -1.2188, 0.3764], [0.1141, 0.9311, -1.1035], [0.9513, -3.0632, 0.0868], [-1.0467, -1.0010, 0.5618], [0.4731, 1.4087, -0.1547], [-0.5580, 2.6175, 2.5513], [0.4496, -0.7594, 1.2887], [-1.0101, 1.0018, -1.1178], [0.0377, -1.2438, -1.7169], [1.5861, -0.6244, -0.9577], [-0.7740, 1.1374, 2.5595], [-0.6087, -3.0819, -0.2765]],
  "nbo_charge": [-0.943, -0.962, -0.857, -0.437, -0.220, -0.001, 0.340, 0.167, 0.048, 0.467, 0.160, 0.070, 0.166, 0.184, 0.473, 0.345]
}

=====

(4)
{
  "formula": "C3H10NO2",
  "method": "the ωB97M-V functional and the def2-TZVPD basis",
  "orbital_gap_ev": 7.6,
  "e_homo_ev": -3.255,
  "e_above_lowest_kcal_mol": 12.5,
  "molar_mass_da": 92.1,
  "total_charge": -1,
  "symbols": ["O", "O", "N", "C", "C", "C", "H", "H", "H", "H", "H", "H", "H", "H", "H", "H"],
  "positions_angstrom": [[-1.3374, 1.4558, 2.8552], [-0.4602, 1.2068, 0.2644], [0.3873, -1.3163, 0.7737], [1.4200, -0.4712, -1.4307], [-0.8545, 0.2694, -0.6579], [0.1759, -0.9605, -0.6344], [2.2125, -1.1834, -1.1995], [-1.1414, 1.1412, 1.9273], [1.2754, -0.8761, 1.0375], [-1.3061, 2.3885, 2.6418], [1.5620, 0.5696, -1.1186], [-0.1915, -0.6606, 1.3124], [-0.8452, 0.6874, -1.6788], [-0.1609, -1.8621, -1.1334], [-1.9120, -0.0595, -0.4677], [1.1761, -0.3291, -2.4911]],
  "nbo_charge": [-1.011, -0.985, -0.860, -0.649, -0.044, -0.074, 0.188, 0.511, 0.337, 0.451, 0.230, 0.376, 0.097, 0.140, 0.100, 0.194]
}

=====

(5)
{
  "formula": "C3H10NO2",
  "method": "the ωB97M-V functional and the def2-TZVPD basis",
  "s2": 0.75,
  "orbital_gap_ev": [10.4, 9.6],
  "e_homo_ev": [-9.562, -10.347],
  "e_above_lowest_kcal_mol": 0.0,
  "multiplicity": 2,
  "molar_mass_da": 92.1,
  "symbols": ["O", "O", "N", "C", "C", "C", "H", "H", "H", "H", "H", "H", "H", "H", "H", "H"],
  "positions_angstrom": [[-0.1711, -2.2516, 0.8865], [1.6729, 2.8584, -0.6002], [-0.1087, 0.5404, 0.0047], [-1.0696, 0.7207, 1.0718], [0.0187, -1.8558, -0.4467], [-0.5596, -0.4622, -0.8944], [-0.1311, -1.4800, 1.4651], [-1.8372, 1.4047, 0.7249], [-0.5780, 1.0786, 1.9622], [1.0048, 2.4986, -0.0003], [-1.6820, -0.1746, 1.2699], [-0.0723, -0.4085, -1.8700], [1.3525, 2.4931, -1.4320], [-1.6455, -0.5417, -1.0144], [1.0838, -1.7603, -0.7012], [-0.4486, -2.6186, -1.0590]],
  "lowdin_spin": [0.010, 0.002, 0.698, 0.082, 0.060, 0.074, 0.002, 0.036, 0.004, 0.000, 0.012, 0.007, 0.000, 0.010, 0.000, 0.004]
}

=====

(6)
{
  "formula": "C3H10NO2",
  "method": "the ωB97M-V functional and the def2-TZVPD basis",
  "orbital_gap_ev": 9.9,
  "e_homo_ev": -14.515,
  "e_above_lowest_kcal_mol": 74.3,
  "molar_mass_da": 92.1,
  "total_charge": 1,
  "symbols": ["O", "O", "N", "C", "C", "C", "H", "H", "H", "H", "H", "H", "H", "H", "H", "H"],
  "positions_angstrom": [[1.7370, 0.0151, -1.9894], [0.9394, -1.3366, 1.5247], [-0.0887, 0.6137, 0.5139], [-0.5614, 0.5346, 1.7040], [-0.9620, 0.7598, -0.6698], [-2.0305, 0.0436, -0.8513], [0.2351, 0.8010, 2.5355], [2.6707, -0.0034, -1.8324], [-2.6055, -0.6954, -0.2887], [1.0662, -2.1460, 0.9190], [-1.5904, 0.0619, 1.8820], [1.7705, 0.1185, -2.8896], [1.6490, -1.4009, 2.2694], [0.9508, 0.8765, 0.3353], [-0.5561, 1.3917, -1.3953], [-2.6241, 0.3658, -1.7673]],
  "nbo_charge": [-0.946, -0.994, -0.442, 0.139, -0.052, -0.366, 0.245, 0.475, 0.237, 0.514, 0.256, 0.477, 0.503, 0.470, 0.239, 0.246]
}

=====

- Which formula does entry 1 have?
  C3H10NO2